# 1
The following is a quantum chemistry calculation of C17H23N2Re as an isolated structure, from the Open Molecules 2025 dataset.

```
! wB97M-V def2-TZVPD RIJCOSX def2/J DEFGRID3
* xyz 1 2
Re -0.04340 1.17757 -0.60906
N -0.78034 0.84460 1.37501
C -0.95784 -0.53524 1.79115
C -0.37796 -0.97005 2.96582
C -0.52642 -2.29535 3.34833
C -1.26214 -3.15402 2.54987
C -1.84159 -2.69403 1.37678
C -1.70810 -1.36776 0.96676
C -2.27761 -0.92181 -0.33611
C -3.46327 -1.52114 -0.76014
C -3.94163 -1.34913 -2.04891
C -3.21287 -0.59484 -2.95298
C -2.05580 0.03788 -2.52587
C -1.57419 -0.05073 -1.21040
H -0.28195 1.34766 2.10461
H -1.71185 1.26844 1.33149
H 0.18735 -0.28180 3.58417
H -0.06783 -2.65029 4.26078
H -1.37815 -4.19142 2.83187
H -2.38560 -3.38677 0.74936
H -4.01877 -2.14425 -0.07126
H -4.86557 -1.82458 -2.34958
H -3.54726 -0.49205 -3.97675
H -1.50573 0.62410 -3.25440
N -0.35488 2.67949 -2.23284
H 0.12334 3.56415 -2.07787
H -1.34780 2.87778 -2.34001
H -0.04568 2.33470 -3.14007
C 3.07426 0.34744 1.38658
C 2.79214 0.84684 -0.03416
C 3.97375 0.51400 -0.94637
C 2.55769 2.36639 -0.02519
C 1.52499 0.19833 -0.53714
H 3.96694 0.82938 1.78951
H 3.24001 -0.73055 1.39239
H 2.23703 0.55761 2.05573
H 4.88280 0.99799 -0.58406
H 3.79045 0.85183 -1.96746
H 4.15187 -0.56162 -0.97137
H 3.35745 2.89854 0.49234
H 1.62980 2.63229 0.51925
H 2.50747 2.76094 -1.04231
H 1.53688 -0.84051 -0.87745
*
```

Calculated values
- Lowest unoccupied orbital energy (spin up / spin down): -3.075 / -3.568 eV
- HOMO-LUMO gap (spin up / spin down): 7.790 / 7.061 eV
- M: 441.6 g mol⁻¹

# 2
The following is a quantum chemistry calculation of one molecule with the formula C20H25N3O3, from the Open Molecules 2025 dataset.

```
! wB97M-V def2-TZVPD RIJCOSX def2/J DEFGRID3
* xyz 0 1
C -2.52450 4.46877 3.08082
C -2.27017 3.34940 2.42190
C -1.98458 2.04515 3.09485
C -2.23584 3.30913 0.91507
N -0.88695 3.04338 0.43324
C 0.05152 4.13976 0.53358
C 0.02646 5.03055 -0.70846
C -0.61960 1.84423 -0.11206
O -1.45648 0.97116 -0.25027
C 0.83444 1.58961 -0.54973
N 0.89473 0.25486 -1.07775
C 0.62998 -0.01866 -2.42782
O 0.63717 0.79805 -3.31194
N 0.44211 -1.35262 -2.50974
C 0.38996 -2.00973 -1.22061
C -1.03528 -2.47967 -0.89284
C -1.01734 -3.31322 0.37977
C -0.21954 -4.58882 0.14086
C 1.13721 -4.30467 -0.43927
C 2.13828 -5.26531 -0.34237
C 3.39216 -5.05327 -0.88130
C 3.66749 -3.86160 -1.53117
C 2.68404 -2.89764 -1.63389
C 1.41731 -3.11174 -1.10024
C 0.74467 -0.84761 -0.28488
O 0.88848 -0.87581 0.91008
H -2.55059 4.50046 4.15675
H -2.73631 5.39598 2.57419
H -1.04197 1.62985 2.74130
H -2.76313 1.32457 2.84754
H -1.93957 2.16019 4.17414
H -2.86558 2.49399 0.54945
H -2.58814 4.25458 0.49436
H -0.22843 4.72551 1.41390
H 1.05993 3.75644 0.69580
H 0.26942 4.45888 -1.60037
H -0.95903 5.46857 -0.84437
H 0.74927 5.83465 -0.60126
H 1.50718 1.65521 0.30891
H 1.13917 2.27725 -1.34039
H 0.15190 -1.80118 -3.36136
H -1.40988 -3.07574 -1.72969
H -1.67360 -1.60151 -0.77529
H -0.55522 -2.73108 1.17796
H -2.03722 -3.55831 0.67987
H -0.76463 -5.23443 -0.55724
H -0.10567 -5.14453 1.07374
H 1.92288 -6.19329 0.16818
H 4.15484 -5.81252 -0.79207
H 4.64538 -3.68249 -1.95209
H 2.89328 -1.96475 -2.13780
*
```

Calculated values
- Lowest unoccupied orbital energy: 0.794 eV
- HOMO-LUMO gap: 9.865 eV
- Structure (SMILES): C=C(C)CN(CC)C(=O)CN1C(=O)N[C@]2(CCCc3ccccc32)C1=O
- M: 355.4 g mol⁻¹

# 3
The following is a quantum chemistry calculation of C14H14InN2O2S3 as an isolated structure, from the Open Molecules 2025 dataset.

```
! wB97M-V def2-TZVPD RIJCOSX def2/J DEFGRID3
* xyz 1 1
In 6.38464 11.22614 6.97948
S 6.58495 15.03945 4.50438
C 4.89406 14.88413 4.79055
C 4.62171 13.73000 5.54280
C 5.79182 12.98798 5.87069
C 6.92071 13.58332 5.36929
C 8.28762 13.11470 5.70012
C 9.35815 13.86700 5.34338
C 10.64321 13.31154 5.46621
C 10.80585 12.03516 5.99511
C 9.68026 11.42381 6.49938
N 8.45240 11.91102 6.32480
H 4.19175 15.56391 4.42908
H 3.62626 13.46664 5.81381
H 9.27093 14.85100 4.91148
H 11.52915 13.83731 5.18709
H 11.80142 11.61726 6.19048
H 9.73856 10.46136 6.98400
C 7.00402 10.36238 11.32545
O 6.38222 10.68502 9.97102
C 6.90764 10.20379 8.85312
O 7.68280 9.29062 8.80268
H 6.73997 11.24956 11.89167
H 8.05326 10.27722 11.25589
H 6.52963 9.48882 11.71176
S 5.59704 9.32547 5.50176
C 6.31868 7.98261 6.31014
N 7.56737 7.61661 6.13433
C 7.94392 6.34654 6.74689
C 6.93818 6.07372 7.92539
S 5.45042 7.03012 7.43597
H 8.04174 8.05814 5.36788
H 9.00241 6.38660 7.08962
H 7.95256 5.61451 5.99049
H 7.39416 6.48260 8.79115
H 6.66960 5.00207 8.00909
*
```

Calculated values
- Lowest unoccupied orbital energy: -3.252 eV
- HOMO-LUMO gap: 8.036 eV
- M: 453.3 g mol⁻¹

# 4
The following is a quantum chemistry calculation of C45H31CsN4O as an isolated structure, from the Open Molecules 2025 dataset.

```
! wB97M-V def2-TZVPD RIJCOSX def2/J DEFGRID3
* xyz -2 1
Cs 12.58123 8.99199 9.72658
C 17.98782 15.26599 8.20058
C 17.77347 15.03603 9.58320
C 16.91746 14.01076 10.05862
C 16.05044 13.43486 9.07673
C 16.18154 13.78038 7.72331
C 17.14492 14.70692 7.30134
C 15.02256 12.49543 9.52030
C 15.42965 11.40094 10.36985
C 16.66810 10.69238 10.24469
C 16.48460 9.53834 10.97526
C 15.21934 9.68562 11.69100
N 14.54178 10.73443 11.17246
C 14.85959 8.89508 12.84983
C 13.49416 8.92163 13.33180
C 13.07606 8.71433 14.69573
C 11.74793 8.98099 14.82544
C 11.28850 9.23524 13.52717
C 9.92537 9.36716 13.04614
C 8.83795 8.83371 13.88512
C 8.08088 7.70397 13.45214
C 7.13360 7.14149 14.33156
C 7.03716 7.56935 15.64995
C 7.80299 8.68500 16.06140
C 8.74290 9.29840 15.22100
C 9.65474 9.87920 11.75562
N 10.49261 10.71050 11.05960
C 9.77261 11.17356 10.00634
C 10.19492 12.18378 9.06398
C 9.17959 12.98904 8.33513
C 9.39602 13.24174 6.98456
C 8.39873 13.79017 6.15240
C 7.26235 14.32950 6.73966
C 7.04955 14.24937 8.16429
C 8.00637 13.67360 8.93203
C 11.51282 12.73916 8.97566
C 11.89662 14.03154 8.45651
C 13.22928 14.13636 8.65544
C 13.66424 12.86707 9.24691
N 12.62396 12.02360 9.33566
C 8.42702 10.46610 9.94883
C 8.38275 9.67216 11.07220
N 12.35590 9.15588 12.57185
C 15.83468 8.16463 13.67309
C 15.48091 6.95640 14.32892
C 16.44471 6.15186 14.94132
C 17.80146 6.59459 14.95222
C 18.17020 7.71908 14.22378
C 17.19063 8.48883 13.60382
H 18.70362 15.95374 7.86019
H 18.28581 15.72726 10.23612
H 16.82051 13.59448 11.05321
H 15.51854 13.27825 7.02875
H 17.21768 15.03276 6.25928
H 17.46150 10.83214 9.50060
H 17.22693 8.78105 11.09695
H 13.81079 8.40821 15.47306
H 11.12394 9.02777 15.69821
H 8.14876 7.37346 12.42474
H 6.46836 6.37858 13.98496
H 6.34558 7.07775 16.30134
H 7.62450 9.24427 16.93334
H 9.34428 10.13870 15.54154
H 10.31166 12.81542 6.58979
H 8.59616 13.94948 5.08686
H 6.51572 14.77276 6.12144
H 6.19232 14.70157 8.62985
H 7.91021 13.59362 10.03052
H 11.28639 14.73106 7.96621
H 13.82676 14.98812 8.44885
H 7.66930 10.57559 9.20246
H 7.56632 9.11128 11.41447
H 14.48192 6.56064 14.25189
H 16.32284 5.08731 15.29054
H 18.49427 5.92177 15.44571
H 19.21459 8.06439 14.12280
H 17.52985 9.43432 13.15768
C 11.77031 5.16076 11.78050
O 11.85523 5.89076 10.63214
H 11.04848 4.28518 11.61575
H 11.31101 5.65899 12.68070
H 12.75938 4.64834 11.98309
*
```

Calculated values
- Lowest unoccupied orbital energy (spin up / spin down): 3.870 / 3.871 eV
- HOMO-LUMO gap (spin up / spin down): 4.406 / 4.408 eV
- M: 776.7 g mol⁻¹

# 5
The following is a quantum chemistry calculation of an isolated ion of composition C4H8N3S and charge +1, from the Open Molecules 2025 dataset.

```
! wB97M-V def2-TZVPD RIJCOSX def2/J DEFGRID3
* xyz 1 1
C -0.52891 0.75935 0.94699
C 0.99921 1.37546 -0.61942
C 0.25826 -0.50436 1.21404
C 0.74139 -0.92855 -0.17949
N 0.10758 1.71566 0.15066
N 1.40470 -0.01817 -0.84496
N -1.18079 -0.91805 -1.03059
S -1.97163 0.22366 -0.21666
H -0.97356 1.21357 1.80773
H 1.55821 2.18428 -1.28510
H 1.08109 -0.22438 1.91199
H -0.12042 -1.50866 1.51053
H 0.88116 -1.93407 -0.38415
H 1.84231 -0.13058 -1.77605
H -1.29188 -0.76698 -1.96886
H -2.80672 -0.53816 0.76335
*
```

Calculated values
- Lowest unoccupied orbital energy: -4.591 eV
- HOMO-LUMO gap: 9.089 eV
- M: 130.2 g mol⁻¹

# 6
The following is a quantum chemistry calculation of a 10-piece molecular cluster, C20H40Br20 overall, from the Open Molecules 2025 dataset.

```
! wB97M-V def2-TZVPD RIJCOSX def2/J DEFGRID3
* xyz 1 2
Br 3.17121 -0.74613 4.15327
C 4.86355 -0.20219 4.94515
C 4.86415 1.29219 4.97752
Br 6.50808 1.79194 5.98055
H 5.73574 -0.57228 4.40623
H 4.93496 -0.69781 5.91333
H 4.07032 1.81895 5.50710
H 4.91272 1.81506 4.02234
Br -0.83360 4.12960 -2.82086
C -1.77140 3.80805 -1.07429
C -1.96418 2.32417 -0.83233
Br -3.02002 2.07300 0.84559
H -2.76285 4.24622 -1.18879
H -1.32436 4.27298 -0.19561
H -0.96082 1.93208 -0.66606
H -2.43217 1.79533 -1.66264
Br -6.46879 0.50441 1.82779
C -5.63635 -0.68265 3.24405
C -4.22019 -0.88606 2.77419
Br -3.21143 -2.16312 3.89451
H -6.14150 -1.64837 3.26155
H -5.67339 -0.20253 4.22191
H -3.80040 0.11117 2.90609
H -3.96448 -1.10881 1.73828
Br -3.83646 -1.77642 -4.55727
C -5.38869 -1.48472 -3.30382
C -5.05761 -1.89603 -1.86676
Br -3.71509 -0.57918 -1.11989
H -6.22514 -2.08655 -3.65913
H -5.77731 -0.48293 -3.48684
H -4.64795 -2.90359 -1.93808
H -5.94768 -1.86276 -1.23847
Br 0.91386 1.65534 1.29548
C 0.86472 -0.33204 1.09368
C -0.63786 -0.72692 0.92770
Br -0.93667 -2.66264 0.71612
H 1.39677 -0.88638 1.86681
H 1.31712 -0.56610 0.13002
H -1.07056 -0.27351 0.03591
H -1.16640 -0.39235 1.82033
Br 4.03528 -1.54560 -3.89173
C 5.09273 -1.20381 -2.26395
C 4.42663 0.06561 -1.72516
Br 5.52397 0.88852 -0.28027
H 6.13462 -0.99948 -2.51058
H 4.97462 -2.05837 -1.59771
H 3.38831 0.00445 -1.39918
H 4.47954 0.84681 -2.48347
Br -0.75421 -1.71719 -7.04346
C -0.49382 -2.05641 -5.11718
C -0.21469 -0.76987 -4.35769
Br 0.31404 -1.05189 -2.40584
H 0.33847 -2.75484 -5.03012
H -1.36288 -2.60757 -4.75794
H -1.07650 -0.10384 -4.31532
H 0.69724 -0.25134 -4.65368
Br 2.68150 3.06439 -3.24584
C 2.64734 3.35786 -1.26591
C 3.95263 4.11115 -0.90679
Br 4.41496 4.03364 1.07081
H 2.59762 2.35812 -0.83447
H 1.76464 3.93578 -0.99214
H 3.95398 5.16408 -1.18861
H 4.67286 3.52224 -1.47473
Br -0.88553 -4.70468 -2.50085
C 0.93949 -4.75570 -1.79096
C 1.98083 -4.40152 -2.84296
Br 3.82719 -5.12180 -2.55243
H 1.16273 -5.74739 -1.39751
H 1.09293 -4.04052 -0.98283
H 1.96763 -3.31644 -2.94556
H 1.69915 -4.77993 -3.82559
Br -0.68809 0.51253 4.50816
C -1.76160 2.14617 4.32516
C -2.90939 2.15213 5.37732
Br -4.26198 3.49456 4.84374
H -2.16602 2.21923 3.31560
H -1.11770 2.99851 4.54197
H -2.69714 2.20980 6.44491
H -3.33121 1.15415 5.25816
*
```

Calculated values
- Lowest unoccupied orbital energy (spin up / spin down): -2.973 / -9.227 eV
- HOMO-LUMO gap (spin up / spin down): 8.671 / 2.416 eV
- M: 1878.6 g mol⁻¹

The highest M belongs to which entry?
C20H40Br20

Among the records above, which one has the highest M?
C20H40Br20

Number 1 is which compound?
C17H23N2Re